No. 1
{
  "formula": "CH8O4",
  "method": "wB97M-V/def2-TZVPD",
  "symbols": ["H", "O", "H", "H", "H", "C", "H", "O", "O", "O", "H", "H", "H"],
  "positions_angstrom": [[2.04905, 1.29360, 1.45423], [2.54132, 1.75477, 0.76113], [2.92387, -0.48856, -1.42359], [1.12690, -0.94889, 1.50084], [-4.43776, -0.94955, -1.44164], [-4.53222, 0.03589, -0.97654], [1.82772, 2.15076, 0.24865], [1.55589, -0.62789, 2.30921], [2.31999, -1.24710, -1.39166], [-3.80921, 1.06385, -1.20026], [-5.35652, 0.22091, -0.25781], [1.68394, -0.84620, -2.01456], [2.10702, -1.41158, 2.43202]],
  "atomic_forces_ev_per_a": [[0.31, -0.31, 0.10], [-0.37, 0.12, -0.05], [0.45, -0.39, 0.72], [-0.40, 0.66, -0.09], [0.13, -0.11, -0.17], [-1.08, 0.26, 1.05], [0.13, 0.11, -0.12], [-0.03, -0.91, -0.56], [-0.18, 1.26, -0.92], [1.22, 0.61, -0.77], [-0.21, -0.76, -0.11], [-0.35, -0.87, 0.35], [0.38, 0.32, 0.58]],
  "gap_ev": [2.0, 5.2],
  "homo_ev": [0.8, -2.4],
  "spin_multiplicity": 2,
  "charge": -1,
  "e_above_lowest_ev": 1.004
}

***

No. 2
{
  "formula": "CH8O5",
  "method": "wB97M-V/def2-TZVPD",
  "symbols": ["O", "O", "H", "H", "H", "O", "C", "H", "O", "O", "H", "H", "H", "H"],
  "positions_angstrom": [[1.45275, -1.20621, 0.12654], [-1.48203, 1.02894, 2.35282], [-0.03332, 2.68812, -2.89710], [0.03161, -0.32270, -3.35308], [-1.24888, 0.55314, 1.55415], [-0.28850, 2.31162, -2.04235], [0.57102, -1.66029, 1.04372], [0.55538, 2.39209, -1.60638], [0.30171, -0.93736, 1.95735], [-0.19478, -0.37442, -2.42099], [-0.48654, 0.53276, -2.20109], [1.48053, -1.66395, -0.72274], [-1.48637, 1.94791, 2.07229], [0.18560, -2.67301, 0.88527]],
  "atomic_forces_ev_per_a": [[0.14, 0.02, -0.06], [-0.33, 0.45, 0.00], [-0.59, -0.05, -0.12], [-0.03, -0.09, -0.05], [0.20, -0.27, 0.05], [0.11, 0.61, -0.67], [0.57, 1.01, -0.24], [0.44, -0.19, 0.89], [-0.14, -0.86, 0.03], [-0.09, -0.06, 0.05], [0.24, -0.34, -0.07], [-0.36, -0.28, 0.15], [-0.08, 0.11, 0.10], [-0.08, -0.06, -0.06]],
  "gap_ev": 10.8,
  "homo_ev": -10.6,
  "smiles": "O=CO.O.O.O",
  "charge": 0,
  "e_above_lowest_ev": 0.976
}

***

No. 3
{
  "formula": "CH8P2Si2",
  "method": "wB97M-V/def2-TZVPD",
  "symbols": ["C", "Si", "H", "P", "P", "H", "H", "Si", "H", "H", "H", "H", "H"],
  "positions_angstrom": [[0.91068, 0.17290, 0.98642], [0.72860, 1.63348, -0.12234], [1.05573, 1.53598, -1.52664], [-2.52076, 0.14727, 0.65599], [-4.03854, -0.18030, -0.67723], [0.86074, 3.05617, 0.40568], [-3.09266, 1.78862, 0.24254], [1.07770, -1.54590, 0.32217], [-4.09534, -1.60215, -0.66194], [1.54836, 0.43351, 1.89539], [0.84851, -2.01085, -1.14897], [2.24624, -2.36654, 1.04146], [-0.03244, -2.35638, 0.95055]],
  "atomic_forces_ev_per_a": [[1.64, 2.85, -2.02], [1.20, -1.72, 2.90], [-0.56, -0.10, -0.65], [-2.29, 2.92, -1.47], [0.39, -0.23, 0.35], [-0.22, -0.82, -0.27], [1.60, -2.61, 1.10], [-0.28, -2.19, 1.13], [0.19, -0.14, 0.06], [-1.52, -0.39, -0.78], [0.57, 1.00, 0.90], [-0.74, 1.15, -1.07], [0.02, 0.29, -0.18]],
  "gap_ev": 7.2,
  "homo_ev": -8.5,
  "charge": 0,
  "e_above_lowest_ev": 3.005
}

***

No. 4
{
  "formula": "CH8P4",
  "method": "wB97M-V/def2-TZVPD",
  "symbols": ["P", "H", "H", "C", "H", "P", "P", "H", "H", "H", "H", "P", "H"],
  "positions_angstrom": [[0.07632, 1.12187, -1.82263], [-0.84436, -2.05256, -0.40369], [1.99520, 1.92433, 0.71457], [-0.80551, -0.90386, -0.10797], [-1.08334, -2.21134, 1.88082], [0.83684, -0.34588, -0.45588], [1.14534, 1.00543, 1.26435], [-1.67895, 0.26164, -1.35846], [2.13794, 0.27461, 1.84646], [1.19207, 1.91145, -2.20835], [0.32166, 0.28343, -2.93497], [-1.86772, -1.04060, 1.28837], [-1.42549, -0.22850, 2.29739]],
  "atomic_forces_ev_per_a": [[-0.16, 0.36, -0.78], [-0.18, 2.44, -0.32], [0.73, 0.59, -0.66], [-1.28, -1.44, -2.81], [-1.09, 1.21, -0.50], [1.29, 0.21, 0.74], [-1.65, 0.18, 0.37], [1.22, -1.79, 1.67], [0.92, -0.62, 0.49], [0.34, 0.22, 0.06], [-0.43, 0.01, -0.06], [-0.30, -2.40, 1.37], [0.59, 1.03, 0.44]],
  "gap_ev": 8.1,
  "homo_ev": -8.4,
  "charge": 0,
  "e_above_lowest_ev": 2.944
}

***

No. 5
{
  "formula": "CH9N2O",
  "method": "wB97M-V/def2-TZVPD",
  "symbols": ["N", "H", "C", "H", "H", "H", "H", "O", "H", "H", "H", "N", "H"],
  "positions_angstrom": [[0.13021, -1.60968, 1.81126], [1.29086, 0.36073, 0.26266], [-0.42719, -0.77717, 0.76959], [0.73012, -1.02054, 2.36584], [-1.13547, 2.09090, -2.58838], [0.98164, -0.59267, -1.02836], [-1.09678, -1.34468, 0.18808], [-0.34495, 2.06097, -1.86740], [0.46310, -2.55788, 1.58822], [-0.72070, 0.04012, 1.34230], [0.07749, 0.63870, -0.72364], [0.49462, -0.14631, -0.25357], [0.35866, 2.85248, -1.98891]],
  "atomic_forces_ev_per_a": [[2.25, 0.36, -2.42], [-1.00, -0.72, -0.79], [0.51, -0.82, -1.26], [0.34, -0.34, 1.76], [3.11, 0.42, 2.35], [-0.22, -1.44, -0.07], [-1.55, -0.39, -0.28], [0.00, 1.62, -1.80], [-0.56, -0.49, 0.67], [-1.75, 1.67, 0.43], [-1.83, 1.88, -1.10], [3.62, 0.75, 2.62], [-2.91, -2.51, -0.13]],
  "gap_ev": [10.9, 4.5],
  "homo_ev": [-19.4, -19.4],
  "spin_multiplicity": 2,
  "charge": 2,
  "e_above_lowest_ev": 1.334
}

***

No. 6
{
  "formula": "CH9N3",
  "method": "wB97M-V/def2-TZVPD",
  "symbols": ["H", "H", "H", "H", "H", "H", "N", "N", "H", "H", "H", "C", "N"],
  "positions_angstrom": [[-2.45575, -0.83506, 0.33804], [2.20300, 0.70138, 1.02353], [-1.21935, -0.86192, -0.92499], [-1.32819, 1.18691, 1.20959], [-0.03127, -0.04598, 0.98499], [-2.41965, 0.44418, -0.89009], [1.50374, 0.29913, 0.40255], [-0.86983, 0.56254, 0.55323], [2.15761, -0.18616, -1.46190], [0.17203, 0.95675, 0.06381], [1.83372, -1.46793, -0.50933], [-1.80191, -0.21041, -0.27390], [2.25587, -0.54344, -0.51551]],
  "atomic_forces_ev_per_a": [[0.04, 0.04, -0.02], [-0.16, 0.10, -0.20], [-0.04, 0.05, -0.01], [0.09, -0.09, -0.05], [-0.83, 0.48, -0.13], [0.07, -0.02, 0.02], [-0.03, 0.10, -0.21], [0.37, -0.34, 0.16], [0.01, -0.01, 0.08], [0.54, -0.47, 0.31], [0.09, 0.09, -0.06], [0.04, 0.03, 0.03], [-0.21, 0.05, 0.05]],
  "gap_ev": 8.2,
  "homo_ev": -7.4,
  "charge": 0,
  "e_above_lowest_ev": 3.568
}

***

No. 7
{
  "formula": "CH9NO3",
  "method": "wB97M-V/def2-TZVPD",
  "symbols": ["H", "H", "C", "H", "N", "O", "H", "H", "H", "H", "H", "O", "H", "O"],
  "positions_angstrom": [[-2.21508, 2.95356, 0.54351], [-2.63650, -0.72603, 0.38895], [1.71672, -2.34872, 0.45843], [-1.43174, 3.04407, 1.87500], [0.88225, -1.95988, -0.42535], [1.37613, 2.04250, -1.78356], [1.47000, 1.14327, -2.01930], [2.30604, -3.34331, 0.46338], [2.02999, -1.73426, 1.29192], [0.84887, 2.34053, -2.50041], [0.80089, -2.80532, -0.99016], [-1.83014, -0.69156, 0.87862], [-1.05545, -0.81353, 0.32373], [-2.26197, 2.89868, 1.49524]],
  "atomic_forces_ev_per_a": [[0.52, -0.07, -0.26], [-0.31, -0.03, -0.85], [2.21, -1.44, 1.65], [2.06, 0.21, 0.38], [-0.77, -0.58, -0.57], [0.57, 1.29, 1.14], [0.37, -2.19, -0.01], [-1.04, 1.26, -0.31], [-0.09, 0.47, 0.06], [-0.96, 0.86, -1.06], [-0.47, 0.45, -0.84], [0.39, 0.12, 1.37], [0.11, -0.21, -0.57], [-2.58, -0.14, -0.13]],
  "gap_ev": [2.8, 10.1],
  "homo_ev": [1.1, -6.2],
  "spin_multiplicity": 2,
  "charge": -1,
  "e_above_lowest_ev": 1.473
}

***

No. 8
{
  "formula": "CH9NO3",
  "method": "wB97M-V/def2-TZVPD",
  "symbols": ["H", "H", "O", "C", "H", "H", "H", "O", "N", "H", "H", "H", "H", "O"],
  "positions_angstrom": [[0.74593, -1.08044, 2.26442], [-1.40826, 1.86509, 0.52037], [0.86508, -2.32517, -0.05927], [-0.41633, 2.24718, 0.29072], [0.50195, -1.49724, 0.28228], [0.16571, -2.43808, -0.83000], [-0.05077, 3.21539, 0.65718], [-1.27136, -0.90330, -1.53323], [0.35563, 1.72320, -0.61224], [1.12576, 0.39241, 1.63733], [-1.49148, -0.88521, -2.47183], [-0.91180, -0.01881, -1.33279], [1.03908, 2.46561, -0.87525], [0.44284, -0.21706, 1.92870]],
  "atomic_forces_ev_per_a": [[0.49, 0.92, -0.32], [0.43, -0.42, 0.47], [-2.38, -0.27, -2.42], [1.79, 0.56, -1.96], [0.23, 0.14, 0.26], [2.18, 0.15, 2.17], [-0.93, -0.10, 0.49], [-0.07, 0.31, -0.06], [-1.47, 1.09, 0.51], [0.47, -0.67, 0.18], [0.05, 0.06, 0.15], [0.15, -0.33, -0.16], [0.00, -1.15, 0.49], [-0.95, -0.30, 0.21]],
  "gap_ev": 11.1,
  "homo_ev": -10.4,
  "smiles": "C=N.O.O.O",
  "charge": 0,
  "e_above_lowest_ev": 1.184
}